{"formula": "C38H40N8O4PSSr", "method": "ωB97M-V/def2-TZVPD", "symbols": ["Sr", "C", "C", "N", "N", "C", "N", "S", "C", "C", "C", "C", "C", "N", "H", "H", "H", "H", "H", "H", "H", "H", "H", "O", "C", "O", "C", "C", "C", "C", "C", "N", "C", "O", "O", "H", "H", "H", "H", "C", "C", "C", "C", "C", "C", "P", "C", "C", "C", "C", "C", "C", "C", "C", "C", "C", "C", "C", "H", "H", "H", "H", "H", "H", "H", "H", "H", "H", "H", "H", "H", "H", "C", "N", "C", "C", "N", "N", "C", "C", "H", "H", "H", "H", "H", "H", "H", "H", "H", "H", "H", "H", "H"], "positions_angstrom": [[-1.45, 2.02, 0.27], [-3.65, -2.35, 0.57], [-3.25, -0.93, 0.85], [-3.28, -0.01, -0.06], [-3.84, -0.40, -1.23], [-3.67, 0.42, -2.25], [-4.30, 0.00, -3.39], [-2.78, 1.89, -2.39], [-2.89, -0.52, 2.23], [-3.28, -1.29, 3.32], [-2.98, -0.86, 4.60], [-2.29, 0.33, 4.77], [-1.94, 1.04, 3.64], [-2.22, 0.63, 2.41], [-3.30, -2.61, -0.42], [-4.73, -2.47, 0.58], [-3.20, -3.03, 1.30], [-5.01, -0.70, -3.27], [-4.43, 0.70, -4.11], [-3.83, -2.21, 3.17], [-3.28, -1.44, 5.46], [-2.03, 0.70, 5.75], [-1.41, 1.99, 3.71], [2.99, 2.87, -0.69], [1.91, 2.62, 0.26], [0.98, 1.81, -0.25], [1.33, 4.00, 0.64], [2.02, 5.20, 0.53], [1.39, 6.36, 0.96], [0.11, 6.30, 1.47], [-0.53, 5.07, 1.49], [0.08, 3.96, 1.10], [-2.01, 4.93, 1.91], [-2.46, 5.80, 2.64], [-2.58, 3.90, 1.43], [2.62, 2.48, -1.49], [3.01, 5.21, 0.10], [1.91, 7.31, 0.88], [-0.43, 7.17, 1.82], [1.20, -4.09, 3.86], [0.23, -3.11, 3.97], [0.24, -2.03, 3.10], [1.22, -1.89, 2.12], [2.19, -2.89, 2.03], [2.18, -3.98, 2.89], [1.10, -0.38, 1.04], [2.12, -1.01, -0.35], [1.69, -2.16, -1.01], [2.39, -2.67, -2.08], [3.55, -2.05, -2.52], [4.00, -0.91, -1.87], [3.29, -0.39, -0.79], [2.28, 0.72, 1.96], [2.90, 0.27, 3.13], [3.80, 1.05, 3.83], [4.12, 2.31, 3.36], [3.51, 2.78, 2.21], [2.58, 2.02, 1.51], [1.20, -4.94, 4.53], [-0.54, -3.18, 4.73], [-0.52, -1.26, 3.20], [2.97, -2.82, 1.27], [2.95, -4.74, 2.79], [0.77, -2.64, -0.69], [2.02, -3.56, -2.59], [4.09, -2.44, -3.37], [4.90, -0.41, -2.21], [3.65, 0.50, -0.30], [2.68, -0.72, 3.50], [4.26, 0.66, 4.73], [4.84, 2.93, 3.89], [3.75, 3.77, 1.85], [-0.79, 0.17, -5.32], [-0.19, -0.48, -4.16], [0.69, 0.39, -3.41], [-0.97, -1.37, -3.43], [-1.08, -1.43, -2.16], [-1.66, -2.30, -4.23], [-0.87, -3.06, -5.18], [-2.64, -3.11, -3.52], [-1.28, 1.10, -5.03], [-1.52, -0.49, -5.78], [-0.01, 0.40, -6.05], [1.41, 0.83, -4.11], [1.24, -0.18, -2.66], [0.15, 1.21, -2.91], [-0.66, -0.61, -1.73], [-0.14, -2.41, -5.66], [-1.53, -3.47, -5.95], [-0.34, -3.89, -4.70], [-3.24, -2.47, -2.89], [-2.17, -3.87, -2.89], [-3.27, -3.60, -4.26]], "lowdin_charge": [1.274, -0.042, -0.288, -0.027, -0.043, -0.922, 0.049, 0.477, -0.237, -0.025, -0.074, -0.060, -0.124, 0.021, 0.054, 0.086, 0.068, 0.084, 0.061, 0.105, 0.106, 0.103, 0.121, -0.013, -0.617, -0.364, -0.182, -0.021, -0.052, -0.008, -0.179, 0.077, -0.659, 0.004, -0.192, 0.092, 0.108, 0.101, 0.112, -0.103, -0.087, -0.102, -0.376, -0.093, -0.089, 1.124, -0.374, -0.144, -0.093, -0.103, -0.086, -0.077, -0.250, -0.077, -0.093, -0.084, -0.022, -0.131, 0.094, 0.095, 0.066, 0.106, 0.097, 0.100, 0.098, 0.094, 0.099, 0.096, 0.089, 0.096, 0.097, 0.107, -0.079, -0.156, -0.068, -0.460, 0.187, -0.185, -0.084, -0.101, 0.064, 0.076, 0.080, 0.091, 0.058, 0.058, 0.026, 0.074, 0.080, 0.084, 0.046, 0.082, 0.079], "lumo_ev": 2.385, "homo_lumo_gap_ev": 7.461, "fmax_ev_per_a": 0.190, "charge": -1, "e_tot_ev": -81132.9431}